Entry 1:
60
Properties=species:S:1:pos:R:3:forces:R:3 method="wB97M-V/def2-TZVPD" lumo_ha=-0.376 orbital_gap_ev=6.62 homo_energy_ha=-0.6197 total_charge=+3 largest_force_ha_per_bohr=0.02837
Zr 0.11914 0.73044 0.22889 0.0085 1.4247 0.3137
Se 6.23332 1.14544 4.92260 0.3705 0.0601 0.2763
N 4.49768 1.07857 5.23006 0.0226 -0.0334 -0.1152
C 3.91869 1.02818 4.05606 -0.1916 0.0023 -0.1188
C 2.47541 0.95608 3.87651 0.1711 0.0364 0.1880
C 1.57201 0.93410 4.94861 0.0718 -0.0112 0.1072
C 0.21673 0.84986 4.70656 0.0262 0.0086 0.1522
C -0.22199 0.79047 3.39831 0.0809 -0.0062 -0.2375
N 0.62352 0.83043 2.35324 0.4139 -0.2222 0.7743
C 1.96961 0.90353 2.58932 -0.1613 0.0172 -0.1610
C 2.85691 0.91916 1.42768 -0.1785 0.0020 -0.1267
N 2.27864 0.85401 0.18699 0.7180 -0.0671 0.1863
C 3.06040 0.86408 -0.90998 -0.1803 -0.0369 0.2104
C 4.43585 0.94948 -0.82757 0.1539 0.0145 -0.0565
C 5.02562 1.00945 0.41765 0.1262 -0.0001 0.0718
C 4.23100 0.99164 1.57341 0.2378 0.0372 0.0867
C 4.78550 1.04682 2.91840 -0.1648 0.0017 -0.1317
N 6.06996 1.11292 3.16636 -0.0893 -0.0377 0.0558
H 1.96212 0.97624 5.95907 -0.0103 -0.0008 -0.0113
H -0.50013 0.82083 5.51544 0.0168 0.0009 -0.0062
H -1.27610 0.70075 3.17176 -0.0861 -0.0123 -0.0421
H 2.56222 0.79384 -1.86652 -0.0810 -0.0226 -0.0896
H 5.02729 0.96043 -1.73310 -0.0093 -0.0048 0.0293
H 6.10263 1.06760 0.52809 -0.0214 -0.0002 -0.0076
C -3.58043 -5.28495 -3.71059 0.0137 0.0295 0.0613
C -2.87551 -4.19712 -2.97398 -0.0492 -0.0635 -0.0591
C -2.11731 -3.23851 -3.66085 -0.0307 -0.0556 -0.0683
C -1.45795 -2.22734 -3.01842 0.0678 0.0867 0.0185
C -0.69117 -1.25613 -3.88025 -0.0565 -0.0536 0.0649
C -1.57556 -2.14567 -1.57052 -0.1008 -0.1041 -0.0928
C -2.33437 -3.14779 -0.84703 0.0302 -0.0212 0.0672
C -2.47066 -3.26952 0.65430 -0.0257 0.0225 -0.1433
C -2.95311 -4.12813 -1.57853 -0.0366 -0.0831 0.0142
C -0.99039 -1.08204 -0.91291 -0.1679 -0.0538 -0.0444
O -0.14786 -0.19969 -1.47698 -0.1532 -0.7102 -0.7335
O -1.17160 -0.73713 0.37498 -0.3627 -0.8354 -0.1559
H -3.44063 -5.21665 -4.78622 0.0072 0.0126 0.0196
H -4.65025 -5.25451 -3.48773 0.0251 0.0078 0.0005
H -3.22216 -6.25937 -3.36770 0.0008 0.0260 -0.0017
H -2.05384 -3.29918 -4.74044 -0.0184 -0.0284 0.0426
H -0.82403 -1.51922 -4.92603 -0.0174 -0.0290 0.0086
H 0.37586 -1.27704 -3.66205 -0.0001 -0.0041 0.0259
H -1.03943 -0.23172 -3.74857 0.0024 0.0004 0.0063
H -1.87362 -2.58409 1.23470 0.0599 0.0073 -0.0072
H -2.20407 -4.28570 0.94517 -0.0222 -0.0147 -0.0313
H -3.51687 -3.13048 0.93474 0.0058 0.0298 -0.0210
H -3.51213 -4.89191 -1.04913 0.0060 0.0122 -0.0348
C -0.49285 3.57100 -1.82869 -0.0085 -0.0040 0.0692
P -1.16483 2.97263 -0.24973 -0.4418 0.6828 -0.3867
C -1.04706 4.36048 0.90148 0.0504 -0.0774 0.0539
C -2.92903 2.67777 -0.53456 0.0531 -0.0380 0.0322
H -1.07870 4.43454 -2.14603 -0.0030 0.0426 -0.0388
H -0.55934 2.80319 -2.59823 -0.0226 -0.0364 -0.0388
H 0.54536 3.88256 -1.71534 0.0326 0.0207 0.0034
H -1.59029 5.19768 0.46099 -0.0049 0.0547 0.0283
H -0.00908 4.65251 1.05516 0.0175 0.0192 -0.0009
H -1.49761 4.11133 1.86109 -0.0214 -0.0003 0.0155
H -3.37592 3.60630 -0.89111 -0.0501 0.0240 -0.0149
H -3.42463 2.37668 0.38708 -0.0197 0.0011 0.0347
H -3.07493 1.90289 -1.28591 -0.0037 -0.0174 -0.0411

---

Entry 2:
12
Properties=species:S:1:pos:R:3:forces:R:3 method="wB97M-V/def2-TZVPD" smiles=N[C@H]1[NH2+][C@@H]1O lumo_ha=-0.113 orbital_gap_ev=11.80 homo_energy_ha=-0.5467 total_charge=+1 e_above_lowest_kj_mol=221.8 largest_force_ha_per_bohr=0.07241
N 0.47325 0.73516 1.61749 -2.5076 -1.5349 0.2242
C 0.38918 0.51268 0.28676 -2.9774 -0.6526 -2.1383
N 0.56834 -0.98231 -0.42140 -0.1313 1.0628 -0.9576
C -0.78533 -0.23285 -0.48212 3.1537 0.9512 0.2695
O -1.03491 0.26744 -1.76449 0.0196 -0.6514 1.1447
H -0.12963 0.35200 2.40673 0.9537 0.5493 -2.1029
H 1.31053 1.09719 1.90325 2.3796 1.1241 1.1110
H 0.81078 1.21905 -0.49622 -0.0653 -0.8325 1.5978
H 1.04994 -0.98502 -1.31588 0.0978 0.0589 -0.0161
H 0.75700 -1.83503 0.10188 -0.6184 0.1694 0.1722
H -1.50478 -0.86253 -0.00933 -0.8156 0.1777 0.4552
H -1.90437 0.71423 -1.82667 0.5113 -0.4221 0.2404